Record 1
ORCA calculation (ωB97M-V/def2-TZVPD) on a structure of composition C22H18BiCl5F4N3O at a distorted geometry.

Values from the calculation:
Charge   -1
Gap between HOMO and LUMO   7.638 eV

Each line ends with the Mulliken charge.
Element x y z (Å)
Bi  -0.146  -0.355  -0.032  2.2822
C  3.259  -0.374  0.561  -1.2076
N  2.513  -0.060  -0.654  0.6729
C  2.928  -0.956  -1.724  -1.2064
C  2.685  1.340  -1.020  -1.0289
C  1.941  2.273  -0.058  -1.2200
N  0.532  1.937  0.103  -0.2144
C  -0.210  2.203  -1.059  0.9500
C  -0.745  1.098  -1.708  -0.1063
F  0.143  -1.521  -1.763  -0.7110
C  -1.664  1.276  -2.723  -0.1686
F  -2.281  0.216  -3.280  -0.3745
C  -1.980  2.522  -3.224  -0.8221
C  -1.382  3.615  -2.618  0.4949
F  -1.674  4.855  -3.062  -0.3463
C  -0.510  3.475  -1.555  0.0945
F  -0.005  4.583  -0.974  -0.3642
H  4.336  -0.190  0.406  0.3091
H  3.079  -1.411  0.827  0.2879
H  2.906  0.229  1.394  0.3400
H  4.011  -0.874  -1.907  0.3294
H  2.373  -0.723  -2.632  0.3376
H  2.680  -1.979  -1.445  0.3179
H  2.300  1.476  -2.033  0.4308
H  3.756  1.614  -1.027  0.4280
H  2.038  3.291  -0.456  0.5166
H  2.431  2.282  0.920  0.3431
H  -2.671  2.648  -4.045  0.4621
Cl  -3.565  1.013  -0.301  -0.1651
C  -3.522  -0.728  -0.285  1.5718
C  -2.323  -1.414  -0.106  -1.9536
C  -2.417  -2.812  -0.085  0.7266
Cl  -1.015  -3.812  0.029  -0.1704
C  -3.638  -3.478  -0.205  -0.1016
Cl  -3.711  -5.203  -0.148  -0.2165
C  -4.808  -2.756  -0.393  0.3968
Cl  -6.318  -3.574  -0.575  -0.2091
C  -4.753  -1.371  -0.446  -0.2966
Cl  -6.211  -0.479  -0.706  -0.2287
C  -3.184  2.241  5.913  -1.4098
C  -2.593  1.707  4.639  1.2083
C  -3.047  0.532  4.057  -0.9689
C  -2.471  0.090  2.878  -0.4469
N  -1.495  0.736  2.248  0.1667
C  -1.042  1.856  2.811  -0.4246
C  -1.559  2.370  3.989  -0.8019
H  -3.979  1.594  6.281  0.3372
H  -3.599  3.238  5.758  0.3201
H  -2.421  2.320  6.690  0.3250
H  -3.845  -0.042  4.512  0.3124
H  -2.803  -0.838  2.419  0.4617
H  -0.257  2.360  2.261  0.3108
H  -1.153  3.291  4.391  0.4109
O  0.626  -1.426  1.354  -0.9813

---

Record 2
ORCA calculation (ωB97M-V/def2-TZVPD) on a structure of composition C56H53LaN3OP2STe at a distorted geometry.

Values from the calculation:
Spin multiplicity   2
Expectation value of S²   0.7583
Charge   0
Gap between HOMO and LUMO (spin up / spin down)   7.890 / 6.635 eV

Each line ends with the Mulliken charge.
Element x y z (Å)
La  1.235  0.976  0.215  1.6844
C  -3.343  -0.395  -0.098  -0.9232
C  -2.177  0.455  -0.602  0.7372
P  -2.171  2.251  -0.166  0.4678
C  -3.960  2.621  -0.245  0.5747
C  -4.740  2.947  0.858  -0.1112
C  -6.095  3.227  0.704  -0.7555
C  -6.682  3.178  -0.551  -0.5479
C  -5.909  2.855  -1.661  -0.6964
C  -4.556  2.589  -1.509  -0.2622
C  -1.778  2.185  1.611  0.1684
C  -1.398  1.015  2.267  -0.3345
C  -0.940  1.046  3.585  -0.5599
C  -0.888  2.249  4.267  -0.7703
C  -1.275  3.425  3.627  -0.6702
C  -1.691  3.396  2.308  -0.2744
P  -3.156  -2.228  -0.303  -0.2031
C  -2.466  -2.615  1.353  0.1489
C  -1.091  -2.411  1.501  -0.0686
C  -0.455  -2.616  2.718  -0.6274
C  -1.188  -3.068  3.810  -0.5855
C  -2.546  -3.320  3.665  -0.7645
C  -3.184  -3.095  2.448  -0.1513
C  -4.920  -2.713  -0.168  0.3810
C  -5.845  -2.093  0.681  0.1760
C  -7.171  -2.500  0.706  -0.7906
C  -7.595  -3.542  -0.116  -0.4346
C  -6.691  -4.168  -0.960  -0.5994
C  -5.362  -3.752  -0.985  -0.6792
H  -4.243  -0.125  -0.651  0.7658
H  -3.542  -0.169  0.951  0.3162
H  -2.096  0.389  -1.688  0.6781
H  -1.225  0.056  -0.239  -1.5122
H  -4.299  2.970  1.848  0.2940
H  -6.690  3.476  1.574  0.4304
H  -7.737  3.392  -0.666  0.3911
H  -6.358  2.816  -2.646  0.4154
H  -3.959  2.351  -2.385  0.3789
H  -1.456  0.053  1.774  0.1203
H  -0.638  0.122  4.064  0.4744
H  -0.538  2.276  5.292  0.4215
H  -1.210  4.373  4.149  0.4173
H  -1.922  4.326  1.799  0.4931
H  -0.501  -2.125  0.634  0.2819
H  0.613  -2.443  2.795  0.5670
H  -0.700  -3.238  4.763  0.4158
H  -3.120  -3.694  4.505  0.4039
H  -4.246  -3.298  2.361  0.4115
H  -5.529  -1.282  1.330  0.4165
H  -7.875  -2.009  1.366  0.4085
H  -8.630  -3.861  -0.096  0.3847
H  -7.016  -4.976  -1.604  0.3933
H  -4.657  -4.238  -1.651  0.3764
N  2.868  11.192  1.422  -0.5110
C  2.617  10.072  1.358  -0.0892
C  2.302  8.655  1.277  0.5834
C  1.141  8.237  0.635  -0.8573
C  0.844  6.888  0.557  -0.0468
C  1.700  5.931  1.117  0.2957
C  2.861  6.370  1.764  -0.2275
C  3.160  7.717  1.844  -0.7785
C  1.397  4.531  1.003  0.0962
C  1.156  3.335  0.872  -1.1482
H  0.476  8.972  0.199  0.4360
H  -0.058  6.553  0.060  0.5841
H  3.522  5.636  2.205  0.5152
H  4.059  8.049  2.345  0.4478
C  4.554  -1.329  1.262  -1.3299
C  3.484  -0.313  1.009  0.6153
O  2.437  -0.320  1.797  -0.5933
N  3.505  0.550  0.006  -0.2190
Te  4.069  -0.026  -2.145  0.7918
C  5.037  0.074  -4.097  0.0252
C  4.868  -1.033  -4.939  0.6105
C  4.098  -2.296  -4.600  -1.6313
C  5.443  -0.991  -6.215  -0.9160
C  6.187  0.085  -6.657  0.8114
C  6.812  0.098  -8.028  -1.5663
C  6.366  1.158  -5.785  -0.8070
C  5.815  1.171  -4.513  1.0319
C  6.068  2.377  -3.644  -1.2455
C  2.800  1.644  -2.523  -0.0467
C  3.025  2.907  -1.943  1.2694
C  4.199  3.272  -1.069  -2.1816
C  2.091  3.918  -2.178  -0.2354
C  0.928  3.703  -2.888  0.6108
C  -0.117  4.779  -3.007  -1.5529
C  0.739  2.448  -3.473  -0.9729
C  1.670  1.424  -3.349  1.0174
C  1.472  0.155  -4.142  -1.3422
H  4.410  -1.806  2.228  0.3320
H  5.532  -0.854  1.207  0.3445
H  4.501  -2.096  0.482  0.2677
H  3.704  -2.346  -3.591  -0.1886
H  4.740  -3.168  -4.738  0.5091
H  3.248  -2.414  -5.277  0.3678
H  5.302  -1.845  -6.873  0.3434
H  6.506  -0.771  -8.611  0.3525
H  7.902  0.091  -7.961  0.3325
H  6.528  0.995  -8.581  0.3549
H  6.960  2.010  -6.107  0.3656
H  6.859  2.996  -4.069  0.4456
H  6.371  2.094  -2.635  0.2147
H  5.172  2.995  -3.555  0.0834
H  4.935  2.484  -0.964  0.1310
H  3.839  3.524  -0.070  0.2280
H  4.689  4.157  -1.483  0.5585
H  2.271  4.893  -1.736  0.4261
H  0.261  5.738  -2.649  0.3707
H  -0.992  4.517  -2.404  0.0795
H  -0.446  4.901  -4.041  0.4373
H  -0.148  2.271  -4.075  0.3885
H  0.536  0.205  -4.697  0.4548
H  1.446  -0.736  -3.512  0.1147
H  2.285  0.032  -4.861  0.2020
S  1.960  -3.519  -1.515  -0.3711
C  1.301  -2.066  -1.268  0.0748
N  0.859  -0.986  -1.083  -0.3358

---

Record 3
ORCA calculation (ωB97M-V/def2-TZVPD) on a cluster of 2 separate species, C2H3N3S in total at a distorted geometry.

Values from the calculation:
Charge   0
Gap between HOMO and LUMO   7.668 eV

Each line ends with the natural charge from an NBO analysis.
Element x y z (Å)
C  0.483  -0.190  -0.339  -0.1368
C  1.391  -1.261  -0.176  0.2640
N  1.731  -2.373  -0.455  -0.5882
N  -0.619  0.340  -0.289  0.0322
N  -1.582  0.998  -0.310  0.0114
S  1.997  0.304  0.713  0.0317
H  -3.097  2.115  0.785  0.0043
H  2.773  -2.542  -0.143  0.3819
H  -3.078  2.611  0.213  -0.0005

---

Record 4
ORCA calculation (ωB97M-V/def2-TZVPD) on a cluster of 12 separate species, C48H106N12O12 in total at a distorted geometry.

Values from the calculation:
Spin multiplicity   3
Expectation value of S²   2.0085
Charge   0
Gap between HOMO and LUMO (spin up / spin down)   7.638 / 9.167 eV

Each line ends with the Mulliken charge.
Element x y z (Å)
C  -1.096  3.031  5.833  -1.6683
C  -1.277  3.582  4.352  1.4019
C  -2.087  2.711  3.480  1.8111
C  -3.532  2.719  3.787  -1.4875
C  -4.136  4.094  3.523  -0.8453
C  -3.462  5.063  4.391  1.1802
N  -1.972  4.883  4.424  1.1306
O  -1.294  5.797  4.763  -0.7415
C  -3.770  6.522  3.729  -1.6432
C  -4.066  5.215  5.819  -1.7763
C  0.189  3.579  3.746  -1.3676
H  -2.027  2.805  6.318  0.3305
H  -0.566  3.862  6.356  0.4943
H  -0.610  2.067  5.783  0.1526
H  -1.874  2.968  2.393  -0.0775
H  -1.760  1.687  3.735  -1.5829
H  -3.591  2.488  4.831  0.4165
H  -4.040  1.921  3.236  0.4474
H  -5.205  4.260  3.706  0.5423
H  -4.005  4.194  2.454  0.1044
H  -3.558  7.331  4.419  0.4567
H  -3.177  6.693  2.792  0.1104
H  -4.867  6.523  3.630  0.4938
H  -4.281  4.233  6.057  0.4725
H  -3.209  5.629  6.423  0.3225
H  -4.917  5.904  5.814  0.4299
H  0.922  4.144  4.433  0.2906
H  0.325  3.910  2.724  0.2832
H  0.472  2.550  3.722  0.3265
C  2.680  0.820  4.805  -1.4593
C  2.466  -0.812  4.769  1.3116
C  2.380  -1.446  6.224  -1.2759
C  1.688  -2.826  6.330  -0.3883
C  0.348  -2.546  5.809  -1.2476
C  0.189  -2.094  4.275  1.4420
N  1.068  -0.888  4.247  0.8452
O  0.951  0.036  3.269  -0.2634
C  0.623  -2.987  3.278  -0.9429
C  -1.322  -1.490  4.039  -1.2857
C  3.527  -1.592  4.055  -1.9022
H  1.834  1.186  5.375  0.2631
H  3.052  1.269  3.890  0.1882
H  3.621  0.832  5.399  0.5806
H  3.449  -1.602  6.487  0.3288
H  1.954  -0.653  6.847  0.4124
H  1.658  -3.197  7.377  0.3756
H  2.274  -3.543  5.622  0.1995
H  -0.128  -1.670  6.304  0.4462
H  -0.352  -3.414  5.986  0.3491
H  -0.140  -3.833  3.209  0.4377
H  0.828  -2.467  2.350  -0.2323
H  1.611  -3.348  3.560  0.4103
H  -1.436  -1.747  2.983  0.0385
H  -2.165  -2.120  4.424  0.5217
H  -1.532  -0.386  4.156  -0.3263
H  4.297  -1.080  4.573  0.6331
H  3.624  -1.281  2.969  -0.0388
H  3.535  -2.658  4.083  0.4784
C  4.385  -1.953  0.516  0.7677
O  4.118  -0.979  -0.176  -0.7827
N  5.562  -2.543  0.661  0.2254
C  5.836  -3.617  1.639  -0.6667
C  6.722  -2.084  -0.117  -1.0310
H  3.626  -2.470  1.149  -0.1244
H  6.346  -4.452  1.124  0.3237
H  4.840  -4.006  2.031  0.1547
H  6.294  -3.235  2.603  0.2379
H  7.024  -2.889  -0.779  0.3362
H  6.339  -1.254  -0.736  0.2577
H  7.557  -1.816  0.508  0.3169
C  2.180  -4.588  0.792  0.5933
O  2.910  -4.737  1.736  -0.7183
N  2.152  -5.276  -0.375  0.3845
C  1.018  -5.236  -1.275  -0.1415
C  3.247  -6.211  -0.557  -0.9465
H  1.340  -3.828  0.892  -0.1420
H  0.551  -6.237  -1.387  0.3171
H  1.272  -4.799  -2.269  0.1048
H  0.278  -4.585  -0.898  -0.4198
H  3.629  -6.259  -1.572  0.3672
H  4.170  -5.905  -0.006  0.1458
H  2.988  -7.236  -0.282  0.3450
C  -1.654  0.134  -5.175  -0.0150
O  -0.664  0.751  -4.801  -0.5561
N  -2.897  0.506  -4.954  0.3051
C  -3.156  1.744  -4.141  -0.9263
C  -4.089  -0.206  -5.262  -1.0024
H  -1.544  -0.843  -5.699  0.2571
H  -3.222  1.580  -3.059  0.2911
H  -4.105  2.169  -4.486  0.4769
H  -2.340  2.469  -4.285  0.0894
H  -4.673  0.325  -6.012  0.3251
H  -3.787  -1.166  -5.671  0.2936
H  -4.652  -0.435  -4.375  0.3432
C  -2.802  -3.252  0.789  0.1496
O  -2.605  -4.221  1.452  -0.6389
N  -3.753  -2.281  1.020  0.2059
C  -3.676  -0.967  0.435  -0.7374
C  -4.481  -2.290  2.332  -0.9805
H  -2.196  -3.059  -0.112  0.3700
H  -3.536  -0.991  -0.684  0.0127
H  -2.862  -0.325  0.834  0.1349
H  -4.607  -0.440  0.591  0.5485
H  -4.000  -1.669  3.138  0.1588
H  -5.529  -1.938  2.147  0.3261
H  -4.429  -3.295  2.686  0.4523
C  -3.789  4.184  -0.924  0.0791
O  -3.324  3.052  -0.862  -0.5327
N  -3.080  5.255  -0.512  0.3076
C  -3.705  6.539  -0.379  -0.8198
C  -1.747  5.232  0.016  -0.6585
H  -4.839  4.412  -1.256  0.2344
H  -4.757  6.479  -0.580  0.3171
H  -3.318  7.311  -1.093  0.3140
H  -3.567  6.991  0.634  0.2116
H  -1.191  5.995  -0.516  0.4790
H  -1.810  5.369  1.104  0.1718
H  -1.387  4.234  -0.077  -0.0473
C  0.300  4.213  -3.900  0.4505
O  0.226  4.832  -2.793  -0.7112
N  0.891  4.674  -5.051  0.1517
C  1.079  3.770  -6.136  -0.6285
C  1.603  5.958  -5.078  -0.9842
H  -0.119  3.168  -3.951  0.1010
H  0.713  2.780  -5.832  -0.0312
H  2.134  3.640  -6.328  0.3821
H  0.536  4.034  -7.002  0.3310
H  1.064  6.687  -5.712  0.2811
H  1.751  6.322  -4.077  0.3310
H  2.609  5.798  -5.481  0.3359
C  0.559  -1.412  -0.867  -1.3292
O  0.033  -2.343  -1.468  0.2153
N  0.257  -0.104  -0.876  1.0964
C  1.148  0.783  -0.202  -0.7387
C  -0.875  0.374  -1.755  0.2646
H  1.397  -1.643  -0.252  0.6186
H  1.379  1.687  -0.815  0.2378
H  2.173  0.321  -0.124  -0.0085
H  0.775  1.104  0.755  0.2647
H  -1.399  -0.517  -2.100  -0.1581
H  -1.480  1.127  -1.237  0.1986
H  -0.538  0.838  -2.716  -0.5282
C  -3.655  -3.654  -4.762  0.1263
O  -4.805  -3.397  -5.055  -0.6348
N  -3.287  -3.841  -3.464  0.2784
C  -1.917  -4.090  -3.033  -0.6889
C  -4.395  -3.992  -2.455  -0.9074
H  -2.738  -3.707  -5.400  0.3124
H  -1.248  -4.378  -3.872  0.2693
H  -1.951  -4.887  -2.313  0.4613
H  -1.507  -3.167  -2.496  -0.0198
H  -4.565  -5.055  -2.248  0.3357
H  -4.168  -3.490  -1.497  0.2637
H  -5.304  -3.594  -2.935  0.2998
C  2.537  0.032  -5.501  0.5435
O  2.901  -0.356  -6.616  -0.7165
N  3.360  0.405  -4.502  0.3784
C  4.765  0.435  -4.729  -1.2187
C  2.964  0.935  -3.240  -0.4169
H  1.451  0.256  -5.240  0.1379
H  4.963  1.440  -5.047  0.4429
H  5.056  -0.198  -5.531  0.3268
H  5.368  0.206  -3.806  0.2643
H  3.151  0.286  -2.348  0.0344
H  3.619  1.799  -3.132  0.4978
H  1.914  1.151  -3.247  -0.1610
C  1.779  -2.753  -4.051  0.5404
O  0.841  -2.629  -4.831  -0.8328
N  2.890  -3.399  -4.375  0.3436
C  3.979  -3.702  -3.413  -0.7806
C  3.122  -3.710  -5.831  -1.0380
H  1.644  -2.330  -3.008  0.0849
H  3.731  -3.360  -2.451  0.1168
H  4.943  -3.256  -3.637  0.3696
H  4.166  -4.784  -3.311  0.1976
H  3.881  -3.032  -6.208  0.3031
H  3.423  -4.766  -5.995  0.3247
H  2.154  -3.496  -6.275  0.2671